(1)
This record from OMol25 describes a structure of composition C5H10S2 at a distorted geometry. The level of theory is ωB97M-V/def2-TZVPD.

Each line ends with the Löwdin charge.
CARTESIAN COORDINATES (ANGSTROEM)
C: 0.3816 0.9121 -1.5029  -0.3423
C: -0.3667 1.2186 -0.2177  -0.1176
C: 0.2109 -0.5079 -1.9091  -0.4618
C: -0.2935 -0.4695 0.8278  -0.9876
C: 0.6494 -0.3205 2.0849  -0.2032
S: 0.4155 -1.6060 -0.3826  0.8160
S: -2.0755 -0.7405 1.3610  0.6475
H: -0.0709 1.5829 -2.3542  0.1519
H: 1.4479 1.0460 -1.3585  0.1010
H: 0.0954 2.0817 0.4337  0.1268
H: -1.4418 1.1597 -0.5568  0.0774
H: -0.6848 -0.8638 -2.5207  0.0994
H: 0.9944 -0.7623 -2.5727  0.0444
H: 0.9666 -1.2151 2.5816  0.0503
H: 0.1269 0.2610 2.9142  0.0789
H: 1.5119 0.3078 1.8628  0.0592
H: -1.8674 -2.0842 1.3090  -0.1403

Computed properties:
Highest occupied orbital energy in hartree: -0.316
Relative energy (zero: lowest compared OMol25 entry of this formula, charge and spin) in kcal per mole: 34.6
LUMO energy in eV: 0.796

=====

(2)
This record from OMol25 describes a cluster of 2 separate species, C5H10S2 in total at a distorted geometry. The level of theory is ωB97M-V/def2-TZVPD.

Each line ends with the Löwdin charge.
CARTESIAN COORDINATES (ANGSTROEM)
C: 3.3404 -1.0473 -0.6795  -0.7428
C: -0.4891 -0.1938 0.8789  -0.3968
C: 2.3940 -1.7535 0.1809  -0.2071
C: -2.0389 1.9060 -0.5963  -0.2141
C: -2.8727 0.7912 0.0851  -0.4689
S: 4.9676 -1.0975 -0.7922  0.6413
S: -1.9104 0.1475 1.6399  0.8262
H: 2.7765 -0.2775 -1.1682  0.0355
H: 0.2191 -0.6970 1.5830  -0.0544
H: 1.1989 -1.6303 -0.0859  0.0878
H: 2.4310 -1.2156 1.1425  0.0776
H: 2.4520 -2.8215 0.2681  0.0597
H: -2.4455 2.3546 -1.5771  0.0941
H: -2.0723 2.7182 0.1279  0.0554
H: -1.0048 1.5436 -0.8609  0.0491
H: -3.1469 -0.1393 -0.4823  0.0735
H: -3.7990 1.4121 0.3362  0.0841

Computed properties:
Highest occupied orbital energy in hartree: -0.315
Relative energy (zero: lowest compared OMol25 entry of this formula, charge and spin) in kcal per mole: 97.7
LUMO energy in eV: -0.333

=====

(3)
This record from OMol25 describes a cluster of 2 separate species, C5H10S3 in total at a distorted geometry. The level of theory is ωB97M-V/def2-TZVPD.

Each line ends with the Löwdin charge.
CARTESIAN COORDINATES (ANGSTROEM)
C: 0.8791 -2.0115 1.0929  -0.0531
C: -0.1154 -1.5946 0.3327  -0.3857
C: -0.2680 2.2540 -1.2243  -0.1589
C: -0.0020 0.7308 -1.2968  -0.5850
C: -0.6841 -0.2478 0.4352  -1.0999
S: 1.7273 0.0993 -1.4863  0.7315
S: -2.5043 -0.1799 0.5248  0.6187
S: 0.0583 0.8008 1.6884  0.7046
H: 1.5103 -2.9691 0.7714  0.1131
H: 1.0271 -1.7130 2.1307  0.0270
H: -0.3366 -2.0001 -0.7023  0.1228
H: -1.3658 2.4173 -0.8253  0.1132
H: 0.1087 2.5538 -2.1600  0.0446
H: 0.4277 2.5660 -0.3608  0.0615
H: -0.6044 0.1788 -2.1083  0.0933
H: 2.3888 0.7774 -0.6156  -0.1772
H: -2.6402 -1.4940 1.2265  -0.0379
H: 0.3935 -0.1681 2.5771  -0.1326

Computed properties:
Highest occupied orbital energy in hartree: -0.315
Relative energy (zero: lowest compared OMol25 entry of this formula, charge and spin) in kcal per mole: 91.4
LUMO energy in eV: 0.532

=====

(4)
This record from OMol25 describes the molecule C5H10Se at a distorted geometry. The level of theory is ωB97M-V/def2-TZVPD.

Each line ends with the Löwdin charge.
CARTESIAN COORDINATES (ANGSTROEM)
C: -0.5047 -1.0221 -1.9548  -0.0148
C: -0.8193 -0.3569 -0.8547  -0.5195
C: -2.1573 -0.3885 -0.2137  -0.1102
C: 2.2467 0.7795 1.9436  -0.3775
C: 0.3343 0.4859 -0.1796  -0.4193
Se: 0.5662 -0.2897 1.6701  0.8632
H: 0.4411 -1.1433 -2.4529  0.0375
H: -1.1672 -1.7493 -2.6480  0.1074
H: -2.6767 0.3889 -0.9801  0.1362
H: -2.1047 0.1422 0.7804  0.0548
H: -2.6486 -1.3899 -0.1183  0.0927
H: 2.3590 1.3529 1.0201  0.0114
H: 2.0186 1.4679 2.7620  0.0093
H: 2.9838 0.0470 2.1554  -0.0116
H: -0.1450 1.4252 -0.1631  0.0524
H: 1.2737 0.2501 -0.7661  0.0880

Computed properties:
Highest occupied orbital energy in hartree: -0.305
Relative energy (zero: lowest compared OMol25 entry of this formula, charge and spin) in kcal per mole: 4.0
LUMO energy in eV: 0.837
SMILES: C=C(C)C[Se]C

=====

(5)
This record from OMol25 describes the molecule C5H11B at a distorted geometry. The level of theory is ωB97M-V/def2-TZVPD.

Each line ends with the Löwdin charge.
CARTESIAN COORDINATES (ANGSTROEM)
B: 1.1331 -0.4907 1.1505  -0.0961
C: 0.3803 0.2821 -0.0502  -0.2361
C: -0.9882 0.3060 -0.0737  -0.1438
C: 0.4930 -1.9361 1.3655  -0.1071
C: 1.2946 1.1864 -0.9287  -0.0633
C: -1.7891 0.9212 -1.1563  -0.1022
H: 1.9290 -0.2818 2.1814  0.0922
H: -1.6056 -0.5184 0.5226  0.1187
H: -0.7619 -1.9691 1.3646  0.1198
H: 0.6656 -2.5157 2.2048  0.0005
H: 0.7381 -2.5804 0.5992  0.0197
H: 1.3594 0.8931 -1.9436  0.0644
H: 2.1905 1.1004 -0.4035  0.0245
H: 1.0097 2.2476 -0.7161  0.0996
H: -1.2681 1.0857 -2.0469  0.0523
H: -2.0869 1.8962 -0.7458  0.0903
H: -2.6934 0.3736 -1.3238  0.0666

Computed properties:
Highest occupied orbital energy in hartree: -0.333
Relative energy (zero: lowest compared OMol25 entry of this formula, charge and spin) in kcal per mole: 59.9
LUMO energy in eV: 0.413
SMILES: CB/C(C)=C/C

=====

(6)
This record from OMol25 describes a structure of composition C5H11BN2 at a distorted geometry. The level of theory is ωB97M-V/def2-TZVPD.

Each line ends with the Löwdin charge.
CARTESIAN COORDINATES (ANGSTROEM)
B: 0.2859 0.2922 0.4276  -0.1655
C: 0.2387 -2.9447 1.0245  -0.0034
C: -0.0309 -1.7626 1.5516  -0.2128
C: -0.1494 0.9613 -1.9468  -0.1778
C: -0.8726 2.0858 -1.2055  -0.3572
C: 0.7192 -0.4828 1.8163  -0.0794
N: 0.1370 -0.0326 -0.8928  0.0788
N: -0.3380 2.2563 0.1006  -0.0549
H: -0.5383 -3.6355 0.8671  0.0487
H: 1.1827 -3.2145 0.8331  0.0176
H: -1.1329 -1.7545 1.6141  0.1134
H: -0.6517 0.4426 -2.6597  0.0701
H: 0.8485 1.4718 -2.3035  0.1485
H: -0.7772 3.1659 -1.6745  0.1384
H: -1.9739 1.7797 -0.9084  0.1351
H: 0.3840 0.1490 2.5421  0.0510
H: 1.8448 -0.3850 1.7926  0.1237
H: 0.2181 -0.9840 -1.1866  0.1125
H: 0.6062 2.5916 0.2081  0.0132

Computed properties:
Highest occupied orbital energy in hartree: -0.306
Relative energy (zero: lowest compared OMol25 entry of this formula, charge and spin) in kcal per mole: 56.4
LUMO energy in eV: 0.616

=====

(7)
This record from OMol25 describes a structure of composition C5H11Br9O2 at a distorted geometry. The level of theory is ωB97M-V/def2-TZVPD.

Each line ends with the Löwdin charge.
CARTESIAN COORDINATES (ANGSTROEM)
C: 0.8516 0.4698 1.1076  -0.2104
O: 0.2302 0.7696 -0.0813  -0.1371
H: 0.2619 0.0398 1.9172  0.0280
H: 1.7018 -0.1709 0.8733  0.0719
H: 1.4692 1.2829 1.4891  0.0816
H: 0.8166 1.3820 -0.5315  0.0374
C: 3.1069 1.6089 -2.4583  -0.1297
O: 2.3633 2.3132 -1.4455  -0.1471
H: 4.0618 2.0598 -2.7283  0.0805
H: 3.2366 0.5869 -2.1021  0.0858
H: 2.4043 1.6166 -3.2917  0.0332
H: 2.2687 3.2239 -1.7338  0.0847
C: -1.5648 -2.2439 -0.1386  -1.4563
Br: -1.7123 -2.6902 -2.0840  0.4975
Br: -0.0027 -3.1309 0.6754  0.5362
Br: -3.2862 -2.4865 0.8555  0.5102
H: -1.2537 -1.2008 -0.0817  -0.0593
C: -1.6252 1.1924 -3.3610  -1.5163
Br: -1.4707 2.8915 -4.3590  0.5286
Br: -0.0864 0.0789 -3.7562  0.5640
Br: -3.3148 0.2055 -3.7390  0.5122
H: -1.6376 1.4623 -2.3051  -0.0283
C: -1.5037 -1.8348 5.4733  -1.5390
Br: -0.8425 -3.5352 6.2039  0.5365
Br: -1.2314 -1.8406 3.5398  0.5261
Br: -0.6709 -0.2911 6.3757  0.5335
H: -2.5700 -1.7591 5.6862  -0.0244

Computed properties:
Highest occupied orbital energy in hartree: -0.366
LUMO energy in eV: -0.488

=====

(8)
This record from OMol25 describes a structure of composition C5H11BrCl2Si at a distorted geometry. The level of theory is ωB97M-V/def2-TZVPD.

Each line ends with the Löwdin charge.
CARTESIAN COORDINATES (ANGSTROEM)
C: -0.2708 -1.5037 -0.7121  -0.1242
C: 1.3782 -0.7445 0.9057  -0.1345
C: -0.9714 -1.4449 1.7754  -0.0848
C: 0.7287 3.2709 -3.1598  -0.5450
C: -0.1093 -0.7512 0.6012  -0.7277
Si: -0.7946 1.0316 0.5933  -0.2720
Cl: -2.7436 1.4242 0.2588  0.3212
Cl: -0.1057 1.8031 2.2517  0.4457
Br: -0.2186 1.9717 -2.0804  0.5420
H: -0.0164 -2.5351 -0.4704  0.0903
H: -1.3129 -1.4960 -1.0298  0.0815
H: 0.3468 -1.1866 -1.4707  0.0367
H: 1.8687 -0.2573 0.0638  0.0717
H: 1.7925 -1.8724 0.8818  0.1440
H: 1.6173 -0.1969 1.7881  0.0289
H: -1.1385 -0.6412 2.5065  0.0277
H: -1.9859 -1.7785 1.2277  0.1261
H: -0.5838 -2.2875 2.2279  0.0412
H: 0.6735 4.2993 -2.7388  -0.0619
H: 1.8458 2.8950 -3.4198  -0.0072

Computed properties:
Highest occupied orbital energy (alpha / beta) in hartree: -0.252 / -0.252
Relative energy (zero: lowest compared OMol25 entry of this formula, charge and spin) in kcal per mole: 54.1
LUMO energy (alpha / beta) in eV: -1.032 / -1.033

=====

(9)
This record from OMol25 describes the ion C5H11BrN with charge +1 at a distorted geometry. The level of theory is ωB97M-V/def2-TZVPD.

Each line ends with the Mulliken spin population.
CARTESIAN COORDINATES (ANGSTROEM)
C: -0.3214 0.7997 1.1803  0.0229
C: -1.5412 1.1323 0.4757  0.8516
C: 0.6274 0.3663 0.0570  0.7990
C: 1.2876 1.2188 -0.9347  0.0306
C: 0.5220 -1.0671 -0.4082  0.0199
N: -0.4056 -1.9689 0.2928  0.0045
Br: -2.8068 -0.0770 -0.1742  0.0710
H: 0.0011 1.8099 1.6630  0.0268
H: -0.5279 0.1433 2.0319  0.0335
H: -1.5187 2.1402 -0.0882  0.0055
H: 1.9617 0.5207 -1.5736  0.0065
H: 1.9572 1.9662 -0.4409  0.0235
H: 0.6114 1.6939 -1.6276  0.0309
H: 1.5042 -1.4653 -0.2648  0.0330
H: 0.2691 -1.0963 -1.5596  0.0386
H: -0.0510 -1.8383 1.2478  0.0012
H: -0.2881 -2.8811 -0.0575  0.0009
H: -1.2812 -1.3973 0.1807  0.0001

Computed properties:
Highest occupied orbital energy (alpha / beta) in hartree: -0.414 / -0.552
Multiplicity: 3
Relative energy (zero: lowest compared OMol25 entry of this formula, charge and spin) in kcal per mole: 0.0
LUMO energy (alpha / beta) in eV: -3.252 / -4.640
Total charge: +1

=====

(10)
This record from OMol25 describes the ion C5H11BrNO5P2 with charge +1 at a distorted geometry. The level of theory is ωB97M-V/def2-TZVPD.

Each line ends with the Löwdin charge.
CARTESIAN COORDINATES (ANGSTROEM)
C: 2.3087 -0.9920 0.8775  0.1010
C: 1.2336 -0.1842 0.9344  -0.1596
C: 0.8385 0.6012 -0.3032  -0.6011
P: 1.9492 2.1486 -0.1393  0.7801
O: 2.4138 2.2188 1.2545  -0.3936
O: 1.0237 -0.2335 -1.4016  -0.1211
C: -0.0484 -1.1949 -1.3327  -0.1102
C: -1.3047 -0.4019 -0.8988  -0.2767
P: -2.3216 -1.0648 0.4929  0.4206
O: -2.7258 -2.4382 0.2630  -0.1966
O: -3.5896 -0.1052 0.5626  -0.0647
O: -1.5804 -0.8229 1.8755  -0.0900
N: -0.6436 0.9204 -0.4562  -0.3013
Br: -0.8228 2.0535 -2.0371  0.9634
H: 2.4957 -1.6378 0.0299  0.0889
H: 3.0631 -0.9961 1.6522  0.0978
H: 0.7195 -0.0858 1.8797  0.1051
H: 3.0275 1.9769 -1.0263  0.0553
H: 1.1912 3.3012 -0.4150  0.0032
H: 0.1862 -2.0954 -0.7768  0.1359
H: -0.1603 -1.4849 -2.3722  0.1457
H: -1.9405 -0.2549 -1.7578  0.0991
H: -3.3457 0.7852 0.8446  0.0875
H: -0.8763 -1.4805 1.9720  0.0975
H: -1.0911 1.4674 0.2782  0.1336

Computed properties:
Highest occupied orbital energy in hartree: -0.496
LUMO energy in eV: -6.043
Total charge: +1
SMILES: C=C[C@@]1([PH2]=O)OC[C@@H](P(=O)(O)O)[N@@H+]1Br

=====

| no. | calculated total energy (a.u.) |
| --- | --- |
| 1 | -992.80820 |
| 2 | -992.70756 |
| 3 | -1390.92538 |
| 4 | -2597.85105 |
| 5 | -221.85399 |
| 6 | -331.38057 |
| 7 | -23513.61946 |
| 8 | -3980.92953 |
| 9 | -2825.46969 |
| 10 | -3884.48347 |